124
Properties=species:S:1:pos:R:3:forces:R:3 method="wB97M-V/def2-TZVPD" gap_ev=3.3 homo_energy_ev=-7.6564
S 4.140 1.159 2.517 0.64 4.36 4.86
S 1.734 -4.099 4.509 -0.69 9.79 -0.76
S 3.616 -0.619 1.167 -6.11 -8.62 -2.18
S 2.453 -4.203 8.851 -5.48 2.43 1.11
S 4.914 -4.185 9.012 3.06 -2.18 -2.01
S -1.788 -7.907 1.098 0.46 -1.37 -0.50
S -3.278 -6.128 1.924 -1.87 3.70 1.01
S 1.159 -6.220 3.790 -0.96 -4.00 -3.63
F 1.108 -7.552 4.698 -0.17 -0.46 0.08
F 1.209 -4.994 8.045 1.62 0.75 0.70
F -4.726 -5.321 1.768 0.67 -0.72 -0.76
F -2.276 -9.423 0.948 -0.04 -0.11 -0.93
F 4.603 2.639 2.309 1.10 0.86 -1.68
F 4.248 -1.452 -0.109 -0.73 0.33 0.75
F 5.786 -5.525 9.590 -0.81 1.84 -0.69
F 2.881 -3.394 5.318 0.56 0.57 0.43
O -1.284 -8.036 2.474 -0.94 0.82 -1.96
O 2.259 -0.251 0.807 1.49 -0.97 -0.13
O -0.856 -7.616 0.025 -1.89 -0.47 1.70
O -0.282 -5.850 3.722 3.85 -0.27 0.69
O 1.943 -3.532 3.147 -0.89 -2.02 2.57
O 1.777 -6.711 2.515 -1.43 1.50 3.54
O 2.005 -4.244 10.231 -0.23 0.06 -1.00
O 2.752 1.495 2.827 1.28 -1.94 -1.04
O 0.527 -3.650 5.210 1.30 -0.82 -0.95
O 4.987 0.866 3.671 -0.75 -1.15 -1.80
O -2.324 -5.070 1.626 -1.00 -1.62 0.59
O 5.740 -3.733 7.839 -2.38 -1.33 2.97
O 4.799 -3.308 10.146 0.00 -0.86 -1.04
O -3.492 -6.548 3.294 0.58 -0.18 -0.10
O 3.773 -1.531 2.291 0.01 0.73 -1.04
O 2.533 -2.878 8.250 -0.01 -1.82 0.33
N -3.438 -7.250 0.819 3.60 -0.67 1.43
N 3.582 -5.186 8.612 4.25 1.00 -0.38
N 2.253 -5.469 4.792 -1.74 -4.49 -1.63
N 7.217 -4.009 3.851 0.60 1.00 -0.25
N -1.713 -10.237 5.515 0.63 0.81 -0.16
N 4.588 0.450 1.102 3.47 6.47 2.29
N -6.892 -9.072 10.158 2.23 -0.50 3.56
N -3.354 -0.707 5.042 -1.42 0.12 -0.01
C -7.790 -8.443 11.168 0.07 0.16 -0.39
C -5.753 -9.646 10.640 0.06 -0.81 -2.07
C 7.749 -1.116 2.934 -0.51 -1.15 0.66
C -0.901 -0.497 4.646 1.35 0.71 0.03
C -3.595 -9.916 7.506 -1.00 1.87 0.07
C 10.479 -6.201 3.269 0.27 0.55 -1.01
C 0.326 -0.676 3.666 -1.26 0.58 -0.67
C -3.251 -8.861 6.668 0.27 -0.78 -2.12
C 8.695 -4.575 4.046 -1.15 0.93 -0.39
C 7.090 -2.861 4.870 0.69 0.97 -1.45
C -0.711 -10.547 4.453 -0.03 -1.00 -0.31
C -4.068 -2.991 3.890 1.39 -0.84 -0.08
C -4.683 -0.238 4.487 -0.60 0.17 -1.37
C -6.102 -9.139 7.916 2.95 -0.93 1.69
C -3.512 -2.254 5.099 -0.13 0.22 0.84
C -2.284 -0.267 4.012 1.40 -2.27 1.36
C 7.920 -1.576 4.448 -1.57 0.27 -0.64
C 6.114 -5.052 4.054 1.57 1.22 0.34
C 7.872 -2.315 1.988 0.45 0.42 0.13
C 9.077 -5.632 3.035 -1.23 -0.84 1.22
C -4.763 -10.108 9.724 -0.73 1.61 1.83
C -5.118 -0.887 3.075 -0.48 -1.75 2.82
C -7.036 -8.825 8.891 -0.66 0.40 -3.03
C -5.340 -2.443 3.385 -0.37 2.21 -0.77
C -1.947 -11.198 6.436 0.50 -0.54 -0.07
C -3.277 -0.123 6.569 1.45 -0.18 -3.26
C -2.309 -9.059 5.594 -1.50 0.43 2.06
C -4.810 -9.726 8.395 -1.96 0.36 -0.94
C -2.812 -11.060 7.485 0.07 -0.11 -0.14
C 6.950 -3.461 2.420 1.16 0.43 0.41
H 6.039 -2.571 4.883 -0.04 -0.26 0.18
H 0.673 0.289 3.296 0.32 0.02 0.42
H -2.868 -11.798 8.271 -0.19 -0.35 -0.33
H -0.741 0.367 5.290 0.46 0.20 0.07
H -2.226 -0.163 6.855 -0.20 -0.75 0.29
H -7.564 -7.376 11.174 -0.09 -0.02 0.02
H 0.137 -11.044 4.924 -0.19 -0.05 0.09
H 7.433 -0.769 4.996 0.10 -0.04 0.37
H -5.773 -2.937 2.515 0.42 -0.18 -0.01
H -6.097 -2.489 4.168 -0.20 0.01 0.15
H 8.711 -4.873 5.095 0.07 -0.27 -0.13
H -0.296 -9.737 3.851 -0.73 0.61 0.40
H 8.342 -6.417 3.212 0.03 -0.39 -0.47
H 8.945 -1.612 4.817 0.12 -0.15 -0.41
H -5.673 -9.720 11.715 0.11 -0.17 -0.08
H -4.404 -0.731 2.267 -0.24 0.21 0.12
H 8.921 -2.573 1.849 0.05 -0.50 -0.06
H -1.257 -11.243 3.816 0.39 -0.02 -0.30
H -3.309 -3.135 3.122 0.07 0.40 -0.26
H -2.469 0.737 3.629 -0.13 -0.19 0.17
H -2.179 -8.271 4.866 0.54 0.08 -0.51
H 5.159 -4.529 3.996 0.00 -0.19 -0.48
H 6.198 -5.399 5.084 0.12 -0.57 -0.23
H 5.941 -3.053 2.369 -0.26 -0.33 0.41
H 0.033 -1.157 2.733 -0.39 -0.36 0.03
H -6.199 -8.903 6.867 -0.33 0.12 0.07
H 7.434 -3.237 5.833 -0.35 -0.01 -0.03
H -2.322 -1.060 3.266 -0.53 0.49 -0.47
H -0.864 -1.337 5.340 -0.46 -0.37 -0.25
H -5.430 -0.414 5.261 -0.17 -0.51 -0.16
H 7.477 -1.984 1.027 0.14 -0.20 -0.24
H -4.184 -4.026 4.211 -0.08 -0.12 0.32
H 8.342 -0.233 2.697 0.62 -0.43 0.01
H 9.383 -3.741 3.910 -0.33 0.31 0.23
H 8.859 -5.189 2.064 0.67 -0.38 -0.24
H -7.967 -8.311 8.702 -0.02 -0.01 -0.65
H 6.757 -0.755 2.661 -0.47 0.11 1.13
H -4.254 -2.354 5.892 -0.05 -0.08 0.18
H -2.606 -2.744 5.454 0.27 0.45 -0.15
H -6.138 -0.551 2.888 0.35 0.70 -0.40
H -3.810 -7.940 6.590 0.00 0.11 0.35
H 7.046 -4.306 1.738 -0.20 0.02 0.11
H 11.173 -5.384 3.072 0.37 -0.03 0.40
H -3.410 0.947 6.406 -0.84 -0.11 0.40
H -7.551 -8.851 12.150 -0.31 -0.07 -0.22
H -3.849 -10.469 10.173 0.04 -0.29 -0.09
H -1.424 -12.120 6.228 0.19 0.00 0.32
H -4.713 0.846 4.381 0.67 0.10 0.03
H 10.674 -6.669 4.233 -0.36 0.42 0.19
H 1.147 -1.307 4.007 -0.23 0.41 0.51
H -3.978 -0.707 7.165 0.15 0.48 -0.10
H -8.828 -8.595 10.871 0.12 -0.12 0.21
H 10.757 -6.963 2.540 -0.35 -0.02 -0.19
H 6.372 -5.718 3.231 -0.97 -0.61 0.54

***

92
Properties=species:S:1:pos:R:3:forces:R:3 method="wB97M-V/def2-TZVPD" smiles="C=CCC1=C(S)C(=O)C(C[C@@H](C)I)=C(CCN(CC)C(C)=O)C1=O.CCN(CC)CC.CCN(CC)CC" gap_ev=7.1 homo_energy_ev=-7.9909
I 0.543 -6.024 1.398 0.01 0.06 0.13
S 4.381 -4.320 0.402 0.16 0.01 -0.09
O 2.791 -6.410 -1.204 -0.05 0.09 0.08
O 2.254 -2.291 -3.683 -0.09 0.15 0.05
O -0.433 -0.050 -2.288 -0.01 -0.04 0.03
N -3.181 1.453 2.969 -0.02 -0.03 0.02
N -1.988 -1.744 -2.374 -0.05 -0.06 0.21
N 4.075 5.211 -1.123 -0.02 0.01 0.02
C -0.360 -3.378 -3.259 0.10 0.01 -0.04
C 3.420 7.579 -0.772 0.00 0.01 -0.03
C 1.015 -4.968 -1.827 0.08 0.01 0.00
C 3.871 -1.705 -1.335 -0.12 0.00 0.00
C -3.720 -0.108 -1.717 -0.04 -0.13 0.00
C 2.382 -5.274 -1.285 0.03 -0.09 -0.08
C 3.550 -1.091 0.013 -0.12 -0.09 -0.12
C -3.333 -1.577 -1.810 0.03 0.01 0.17
C -4.683 -0.382 2.258 0.05 -0.06 -0.03
C -0.757 -1.159 -0.216 -0.06 -0.10 -0.06
C -2.645 2.354 5.307 0.03 0.02 0.00
C 3.978 0.096 0.402 -0.04 0.25 0.09
C -1.557 -3.142 -2.317 0.05 0.03 -0.08
C 4.221 4.940 0.298 0.03 -0.01 0.06
C -3.864 0.237 3.378 -0.01 0.02 0.00
C -5.183 3.024 3.249 0.00 0.03 -0.03
C -0.029 -6.027 -1.631 0.01 -0.12 -0.13
C 3.091 -2.961 -1.581 -0.24 0.01 -0.09
C -2.177 1.900 3.919 0.09 0.01 -0.01
C -1.733 -7.202 -0.204 0.05 0.02 0.12
C 3.132 6.260 -1.472 -0.01 0.00 0.02
C 0.882 -3.851 -2.550 0.07 0.07 0.06
C -1.022 -0.905 -1.688 0.02 0.10 -0.11
C 2.967 4.536 1.086 0.03 -0.02 0.03
C 3.230 -4.101 -0.898 0.00 -0.08 0.00
C -0.774 -6.026 -0.296 -0.20 -0.02 -0.15
C 3.987 4.044 -1.985 0.04 -0.04 -0.07
C 2.695 3.220 -1.953 0.03 -0.08 0.00
C 2.095 -2.970 -2.695 0.01 0.02 0.12
C -4.024 2.490 2.396 -0.02 0.05 -0.05
H -0.513 -0.214 0.262 0.04 -0.03 0.01
H 2.678 2.527 -2.796 0.00 -0.01 0.00
H 4.833 3.393 -1.745 0.00 0.00 0.01
H -5.084 -1.346 2.574 0.02 0.00 0.00
H -2.193 -7.259 0.781 -0.03 0.03 -0.03
H 2.743 8.349 -1.146 0.01 0.00 0.00
H 4.982 4.161 0.400 -0.02 -0.01 -0.01
H 2.114 5.167 0.834 0.01 0.02 0.01
H -5.731 2.215 3.735 -0.01 -0.01 -0.02
H -1.330 -5.099 -0.185 0.06 0.04 0.10
H -5.528 0.242 1.965 0.00 0.01 0.01
H 0.100 -1.833 -0.124 0.04 0.07 0.01
H 2.910 -1.664 0.678 0.16 -0.10 0.05
H -4.053 -0.538 1.379 -0.03 0.00 -0.02
H -3.373 0.428 -2.601 -0.03 0.01 0.01
H -4.847 3.714 4.021 0.00 -0.04 0.03
H -1.613 2.710 3.449 -0.01 0.00 0.00
H 3.213 6.409 -2.552 -0.02 -0.02 0.00
H -4.436 2.109 1.459 0.00 -0.04 0.01
H -1.469 1.075 4.047 -0.03 -0.02 0.00
H -1.275 -3.422 -1.295 -0.07 -0.04 0.05
H -3.281 0.355 -0.831 0.01 0.09 -0.06
H -1.208 -8.141 -0.384 -0.03 0.00 -0.03
H -3.344 1.644 5.752 0.00 -0.01 0.00
H 2.084 5.979 -1.280 0.01 -0.01 0.01
H 4.650 5.828 0.767 -0.02 0.02 -0.03
H -2.527 -7.084 -0.946 0.06 -0.06 -0.04
H -3.124 3.332 5.279 -0.03 -0.02 -0.01
H -3.088 -0.472 3.681 -0.01 0.00 0.03
H 3.754 0.471 1.392 -0.07 0.05 -0.04
H 4.504 -5.639 0.188 -0.09 -0.06 0.06
H 4.544 0.749 -0.255 0.13 -0.08 0.03
H 3.274 7.514 0.307 -0.01 -0.01 0.00
H -4.803 -0.012 -1.649 0.01 0.05 0.06
H -0.127 -2.428 -3.739 0.01 -0.04 -0.06
H -1.596 -1.635 0.293 -0.01 0.05 -0.01
H 0.451 -7.000 -1.760 0.00 0.02 0.01
H 4.942 -1.927 -1.381 -0.02 0.00 -0.02
H 2.613 2.623 -1.045 -0.04 0.02 0.00
H 1.806 3.846 -2.031 0.01 0.02 -0.01
H -3.369 3.316 2.110 0.00 0.00 0.02
H 4.445 7.900 -0.961 0.01 -0.01 0.02
H 3.154 4.649 2.156 0.00 -0.01 0.00
H -0.622 -4.058 -4.072 -0.04 -0.08 0.11
H -2.412 -3.766 -2.584 0.02 0.05 -0.09
H -5.889 3.562 2.614 0.01 0.01 0.00
H -0.798 -5.938 -2.407 0.05 0.00 -0.02
H -1.785 2.430 5.975 0.00 0.01 0.00
H -4.025 -2.122 -2.455 0.07 0.03 -0.08
H -4.512 0.375 4.259 0.00 0.03 -0.01
H 2.681 3.500 0.910 -0.03 0.02 -0.04
H 3.630 -1.000 -2.131 0.15 0.01 -0.03
H 4.155 4.388 -3.010 -0.02 0.04 0.01
H -3.406 -2.043 -0.813 -0.07 0.00 -0.02